ORCA calculation (ωB97M-V/def2-TZVPD) on a 2-piece molecular cluster, C2H6N4 overall at a distorted geometry.

Output
LUMO level   0.82 eV
Relative energy (zero: lowest compared OMol25 entry of this formula, charge and spin)   5.134 eV
E_HOMO   -7.1 eV
Orbital gap   7.870 eV

Bonds (Å) are listed after each position.
Positions of all 12 atoms, in Å:
1 C -2.07 -1.67 0.13  N3 1.153, H7 1.153
2 C 0.37 1.84 -0.20  N4 1.316, H8 1.033, H9 1.128
3 N -1.74 -1.81 -0.96  C1 1.153
4 N 0.60 0.82 -0.99  C2 1.316, N5 1.309, H10 0.970
5 N 0.87 -0.43 -0.68  N4 1.309, N6 1.403
6 N 1.15 -0.62 0.68  N5 1.403, H11 1.059, H12 1.033
7 H -2.13 -1.56 1.28  C1 1.153
8 H 0.05 2.77 -0.53  C2 1.033
9 H 0.72 1.52 0.82  C2 1.128
10 H 0.49 0.87 -1.95  N4 0.970
11 H 0.71 -0.13 1.52  N6 1.059
12 H 0.98 -1.62 0.89  N6 1.033